A structure of composition C21H35Cl2GeN4O6Rb in a non-equilibrium geometry. Source: OMol25; level of theory: wB97M-V/def2-TZVPD.

```
70
Properties=species:S:1:pos:R:3:forces:R:3
Rb -0.2754 0.1544 0.0958 0.747 -1.211 0.886
C 2.8563 -1.3570 -2.1883 -0.160 -0.151 0.029
C 1.6950 -2.2841 -2.5738 0.241 -0.052 -0.293
C 1.0079 -1.7539 -3.8385 0.034 -0.052 0.206
C 2.2648 -3.6828 -2.8622 -0.087 0.167 0.125
O 0.7281 -2.3154 -1.5635 -0.252 0.320 0.578
Ge 0.8908 -3.2612 0.0898 0.086 -0.106 0.272
O 2.0220 -1.9267 0.9634 -0.768 -0.043 -0.805
C 2.5269 -2.0948 2.2601 0.188 -0.106 0.610
C 1.4675 -1.7072 3.3006 0.116 -0.011 -0.300
C 2.9688 -3.5450 2.5256 -0.140 0.162 -0.186
C 3.7581 -1.1902 2.4171 -0.198 -0.096 -0.131
O -0.7903 -2.6321 0.7829 0.824 0.299 -0.300
C -2.0512 -3.1522 0.4615 -0.503 -0.325 0.095
C -2.0111 -4.6726 0.2332 0.171 0.235 -0.019
C -2.9854 -2.8617 1.6437 0.200 0.094 -0.167
C -2.6162 -2.4899 -0.8035 0.279 -0.055 0.096
H 3.6282 -1.3557 -2.9622 0.028 0.054 -0.028
H 3.2847 -1.7088 -1.2496 0.049 0.110 0.039
H 2.4904 -0.3379 -2.0385 0.009 0.040 0.034
H 1.7251 -1.6347 -4.6546 -0.003 0.001 -0.054
H 0.5435 -0.7913 -3.6186 -0.028 0.029 -0.007
H 0.2248 -2.4474 -4.1478 -0.025 0.000 -0.039
H 2.9188 -3.6625 -3.7363 0.036 -0.010 -0.025
H 1.4505 -4.3862 -3.0398 -0.014 -0.029 -0.005
H 2.8366 -4.0285 -2.0001 0.023 -0.102 -0.030
H 0.5804 -2.3211 3.1390 -0.075 0.040 0.063
H 1.1800 -0.6611 3.1789 -0.073 0.017 0.059
H 1.8389 -1.8654 4.3154 -0.016 0.027 0.049
H 2.0928 -4.1927 2.5695 0.051 -0.115 0.033
H 3.5137 -3.6165 3.4685 -0.009 -0.010 0.044
H 3.6083 -3.8907 1.7116 0.044 -0.043 0.008
H 3.4959 -0.1564 2.1892 -0.005 0.028 0.011
H 4.5432 -1.5064 1.7274 0.032 0.013 -0.025
H 4.1407 -1.2378 3.4383 0.035 0.016 0.018
H -1.5361 -5.1607 1.0851 0.008 -0.036 0.005
H -1.4264 -4.8950 -0.6615 -0.011 -0.127 -0.014
H -3.0200 -5.0706 0.1092 -0.023 -0.012 -0.025
H -2.6356 -3.3978 2.5267 -0.009 0.028 0.051
H -4.0071 -3.1732 1.4158 -0.042 -0.031 0.016
H -2.9816 -1.7919 1.8592 0.008 0.002 0.074
H -1.8960 -2.6097 -1.6144 -0.026 0.036 -0.070
H -2.7825 -1.4234 -0.6338 -0.064 0.012 -0.009
H -3.5637 -2.9539 -1.0843 -0.053 0.066 -0.040
Cl -3.5439 4.0496 -0.3049 0.223 -0.012 -0.208
C -2.3749 4.0868 -1.5607 -0.788 0.274 0.604
C -2.3197 5.1830 -2.3983 0.081 -0.001 -0.087
C -1.3837 5.2225 -3.4106 -0.266 0.370 0.021
Cl -1.3507 6.6128 -4.4421 -0.005 -0.150 0.105
C -0.4562 4.1665 -3.6155 0.345 -0.532 0.051
C 0.5243 4.1706 -4.6256 -0.157 0.108 0.073
C 1.3899 3.1150 -4.7259 -0.022 -0.001 0.074
C 1.2582 2.0548 -3.8199 0.135 0.012 -0.168
N 0.3414 2.0166 -2.8806 -0.148 -0.165 0.295
C -0.5054 3.0413 -2.7551 0.412 0.204 -0.625
C -1.5073 2.9450 -1.6807 0.105 -0.523 0.273
O -1.5920 1.9600 -0.9463 -0.718 1.433 -0.986
H -3.0118 5.9998 -2.2559 0.016 0.019 -0.013
H 0.5739 5.0096 -5.3055 0.059 -0.005 -0.007
H 2.1647 3.0935 -5.4790 -0.012 -0.014 -0.020
H 1.9261 1.2026 -3.8790 -0.003 -0.020 0.036
N 2.2476 2.5239 1.9097 0.069 0.101 -0.034
N 2.5873 1.9650 0.6359 -0.194 -0.010 -0.115
H 2.4684 1.8853 2.6695 -0.129 -0.066 -0.066
H 1.2425 2.6541 1.9303 -0.006 -0.085 0.138
H 2.3798 0.9694 0.5797 0.258 -0.049 0.160
H 3.5833 2.0787 0.5065 -0.021 -0.035 -0.052
O -2.3383 1.6280 3.8157 0.616 0.381 0.316
N -1.7276 1.1388 2.8694 -1.429 -0.985 -1.028
O -0.5105 1.3566 2.7247 0.953 0.681 0.437
```
Positions in Å, forces in eV/Å.

Values from the calculation:
Spin multiplicity ... 2
Charge ... -1
⟨S²⟩ ... 0.79
Energy above the lowest of the compared OMol25 structures with the same formula, charge and spin ... 27.1 kcal per mole